A 2-piece molecular cluster, C35H49ClF3N2O6PS overall at a distorted geometry. Source: OMol25; level of theory: ωB97M-V with the def2-TZVPD basis set.

```
98
Properties=species:S:1:pos:R:3:lowdin_charge:R:1
C 0.3152 -4.4488 2.3633 0.00
C 1.5444 -5.4490 2.1256 -0.41
O 1.4553 -6.6511 2.4930 0.06
O 2.7271 -4.9722 1.4882 -0.10
C 3.6241 -4.3554 2.4562 -0.18
C 3.5627 -2.7466 2.4290 -0.17
C 3.4609 -2.2564 0.8873 -0.20
C 3.5454 -0.6236 0.8294 -0.19
C 5.0407 -0.1063 0.5174 -0.20
C 5.5281 1.1044 1.4598 -0.21
C 4.4372 2.2565 1.7068 -0.22
C 4.0658 3.1003 0.3664 -0.17
C 3.0224 2.3530 -0.5857 -0.18
C 3.5379 1.8537 -1.9597 -0.06
C 2.5424 1.0716 -2.9034 -0.30
P 3.2819 0.4504 -4.5348 0.68
N 2.7899 1.2485 -5.8349 -0.35
C 1.0519 0.8138 -2.4711 0.00
C 0.5110 1.3158 -1.0769 -0.18
C 1.5280 2.0661 -0.1892 -0.35
S 0.9949 2.6757 1.4634 0.92
C -0.8431 2.6595 1.3544 -0.35
C -1.5217 1.8277 0.2449 -0.18
C -3.0981 1.8664 0.2218 0.04
C -3.9285 2.6945 1.2698 -0.11
C -5.5462 2.6072 1.1500 -0.13
C -6.0485 1.9439 2.5536 -0.15
C -7.1032 0.7525 2.3558 -0.19
O -6.4740 -0.5800 2.3454 -0.09
C -7.2818 -1.4728 1.5443 -0.39
C -7.0997 -1.2908 -0.0589 0.00
O -8.0577 -2.3271 2.0429 0.07
C -3.2356 3.5387 2.4101 -0.08
C -4.0467 4.3658 3.5203 -0.20
C -4.9618 5.4758 2.8000 -0.65
C -6.3895 5.5542 3.5340 -0.14
Cl -4.0997 7.1140 2.9852 0.52
C -1.6609 3.5004 2.4048 -0.14
C -0.8885 4.3505 3.5111 -0.10
N -0.8839 0.9731 -0.7662 0.02
H 0.3740 -3.5883 1.6165 0.08
H -0.7031 -4.9663 2.2848 0.10
H 0.4727 -3.9924 3.4118 0.10
H 3.3644 -4.7325 3.5019 0.13
H 4.6951 -4.6428 2.1285 0.14
H 4.5034 -2.2467 2.8803 0.12
H 2.6230 -2.3464 2.9616 0.11
H 2.3958 -2.5024 0.5104 0.11
H 4.2742 -2.7376 0.2269 0.12
H 2.8438 -0.3307 -0.0425 0.09
H 3.1588 -0.2674 1.8470 0.10
H 5.7378 -1.0038 0.7345 0.11
H 5.1828 0.1463 -0.5898 0.09
H 6.4411 1.6194 0.9642 0.11
H 5.9103 0.6911 2.4719 0.11
H 3.5101 1.8252 2.2251 0.07
H 4.9067 3.0120 2.4388 0.11
H 3.6584 4.1117 0.7075 0.11
H 5.0626 3.1914 -0.2126 0.12
H 4.6190 2.0192 -2.3260 0.10
H 2.9423 -0.9551 -4.5984 -0.01
H 4.7291 0.4722 -4.4029 0.01
H 3.6627 1.6151 -6.2739 -0.05
H 0.3805 0.2390 -3.2122 0.10
H -3.7004 1.2823 -0.5477 0.09
H -5.8112 1.8604 0.3276 0.10
H -6.0310 3.6197 0.9532 0.10
H -5.1623 1.5163 3.1614 0.13
H -6.5419 2.7215 3.2503 0.10
H -7.7778 0.7558 3.2953 0.14
H -7.7954 0.9306 1.4654 0.12
H -7.8461 -1.9248 -0.6457 0.09
H -7.2997 -0.1875 -0.2825 0.07
H -6.0030 -1.5658 -0.2682 0.10
H -3.3843 4.9047 4.2749 0.09
H -4.6759 3.6119 4.1328 0.11
H -5.0044 5.2718 1.6809 0.09
H -6.2696 5.0242 4.5522 0.08
H -6.6469 6.6543 3.7604 0.07
H -7.2449 5.0847 2.9275 0.08
H -1.4520 5.3494 3.6552 0.07
H 0.1916 4.6089 3.2530 0.06
H -0.8988 3.8010 4.5129 0.09
H -1.4042 1.1290 -1.6547 0.13
C 1.2429 -5.8361 -7.2516 -0.06
C 2.5771 -6.3874 -6.7857 -0.20
O 3.5285 -5.3288 -6.5919 0.02
C 3.4060 -4.6297 -5.4445 -0.37
O 2.5667 -4.8403 -4.6067 0.17
C 4.4998 -3.5702 -5.3457 -0.51
F 4.6388 -2.8616 -6.4859 0.15
F 5.7086 -4.1137 -5.0883 0.16
F 4.2697 -2.6719 -4.3675 0.11
H 1.3727 -5.2265 -8.1490 0.08
H 0.5455 -6.6473 -7.4698 0.08
H 0.7947 -5.1917 -6.4918 0.08
H 2.9899 -7.0420 -7.5567 0.13
H 2.4735 -6.9855 -5.8763 0.13
```

Output
Total energy, eV: -93141.2081
HOMO-LUMO gap, eV: 7.4
SMILES string: CC(=O)OCCCCCCCCc1cc([PH2]=N)cc2c1Sc1c(cc(CCCOC(C)=O)c(C[C@@H](C)Cl)c1C)N2.CCOC(=O)C(F)(F)F
2S+1: 1

---

C4H6AsF6KS2 as an isolated structure at a distorted geometry. Source: OMol25; level of theory: ωB97M-V with the def2-TZVPD basis set.

```
20
Properties=species:S:1:pos:R:3:lowdin_spin:R:1
K -0.6356 1.2711 1.0478 0.02
C 0.2896 -3.3493 -0.6698 0.01
C 0.4185 -2.1598 0.2666 0.17
S -0.9558 -1.7462 1.1617 0.30
C 1.6631 -1.4826 0.3169 0.18
C 2.7924 -1.9634 -0.5780 0.01
S 2.0030 -0.1292 1.2736 0.30
H -0.6935 -3.7964 -0.5575 0.00
H 1.0457 -4.1126 -0.4737 0.00
H 0.4092 -3.0379 -1.7129 0.01
H 2.7373 -3.0245 -0.8155 0.00
H 3.7489 -1.7542 -0.1031 0.00
H 2.7755 -1.4133 -1.5240 0.01
F -1.6080 2.5194 -0.6296 0.00
As -2.2525 3.8483 0.3293 0.00
F -1.2167 4.9317 -0.5043 0.00
F -0.9660 3.5494 1.4929 0.00
F -2.8585 5.1113 1.3194 0.00
F -3.1976 2.6754 1.1900 0.00
F -3.4986 4.0629 -0.8297 0.00
```

Output
Total energy, eV: -119391.6223
HOMO-LUMO gap (spin up / spin down), eV: 6.7 / 6.7
Charge: -1
2S+1: 2
ΔE to the lowest compared entry with this formula, charge and spin, kcal per mole: 0.0

---

C22H21BrN5O3SSn as an isolated structure. Source: OMol25; level of theory: ωB97M-V with the def2-TZVPD basis set.

```
54
Properties=species:S:1:pos:R:3:nbo_charge:R:1
Sn 1.7054 -1.6259 -1.3313 1.46
Br 0.9066 -2.6141 2.0268 0.15
C 1.2733 -0.7857 1.8163 0.17
C 1.2467 0.0800 2.9001 -0.26
C 1.5257 1.4158 2.6688 -0.12
C 1.8069 1.8475 1.3775 -0.20
C 1.8060 0.9162 0.3626 0.11
N 1.5459 -0.3769 0.5908 -0.56
C 2.0859 1.3206 -1.0793 0.75
O 2.1746 2.4951 -1.3530 -0.59
O 2.2080 0.3310 -1.9197 -0.86
H 1.0180 -0.2948 3.8867 0.25
H 1.5178 2.1180 3.4920 0.24
H 2.0170 2.8793 1.1359 0.27
N 5.5379 1.0273 -2.2254 -0.79
C 6.5310 0.3586 -1.6193 0.66
N 7.7950 0.7205 -1.8583 -0.76
N 6.3358 -0.6533 -0.7828 -0.63
C 5.1137 -1.0673 -0.6492 0.58
N 4.0139 -1.4247 -0.5464 -0.64
H 5.7215 1.7990 -2.8414 0.41
H 4.5750 0.8250 -2.0007 0.43
H 8.0330 1.5168 -2.4192 0.41
H 8.5258 0.2064 -1.3985 0.43
O -0.4213 -0.7065 -1.2738 -1.06
S -1.3696 -0.0218 -2.2446 1.26
C -1.6825 1.6045 -1.5043 -0.61
C -2.4296 1.6118 -0.2071 -0.07
C -1.8293 1.1487 0.9627 -0.20
C -2.5290 1.1528 2.1583 -0.19
C -3.8355 1.6215 2.2007 -0.20
C -4.4394 2.0873 1.0416 -0.20
C -3.7390 2.0816 -0.1569 -0.21
C -2.9825 -0.8685 -2.0088 -0.60
C -2.9902 -1.8212 -0.8514 -0.07
C -2.3298 -3.0432 -0.9546 -0.14
C -2.3380 -3.9363 0.1045 -0.23
C -3.0100 -3.6151 1.2770 -0.20
C -3.6763 -2.4036 1.3817 -0.20
C -3.6658 -1.5082 0.3216 -0.20
H -2.1977 2.1700 -2.2844 0.25
H -0.6774 2.0245 -1.4130 0.26
H -0.8163 0.7695 0.9279 0.21
H -2.0562 0.7854 3.0609 0.22
H -4.3806 1.6278 3.1358 0.23
H -5.4540 2.4630 1.0704 0.23
H -4.2101 2.4605 -1.0574 0.22
H -3.1487 -1.3870 -2.9527 0.25
H -3.7374 -0.0884 -1.9020 0.25
H -1.8135 -3.3007 -1.8729 0.20
H -1.8319 -4.8887 0.0106 0.22
H -3.0250 -4.3158 2.1022 0.22
H -4.2145 -2.1549 2.2878 0.22
H -4.1890 -0.5633 0.4077 0.22
```

Output
Total energy, eV: -123454.1326
HOMO-LUMO gap, eV: 8.5
Charge: +1
2S+1: 1